The following is a DFT calculation (ωB97M-V/def2-TZVPD) of a molecular structure, C19H37AlBrN7O3P.

Element x y z (Å)
1 Br 0.31394 -4.93348 -2.53140
2 P 1.79931 0.02560 -0.13150
3 Al 1.37205 -1.26552 -2.12786
4 O -3.38883 -1.00443 -2.06788
5 O -1.23882 -0.20399 -2.46333
6 O -5.71279 -2.33424 -2.34212
7 N 0.96193 1.39542 -0.03200
8 N 2.41552 2.08874 2.84469
9 N 1.70415 6.46706 -0.52608
10 N 11.49156 2.21717 3.12932
11 N 6.81297 1.76164 6.38002
12 N -7.43575 -6.72300 -4.76455
13 N -10.09660 0.58436 -0.38231
14 C 2.42772 -3.00937 -2.04230
15 C 10.87139 2.04616 4.07972
16 C -2.43113 0.02822 -1.83690
17 C 5.84002 1.60384 5.79071
18 C 4.58126 1.40389 5.08525
19 C 2.16286 4.62151 2.30343
20 C 10.09758 1.82824 5.29510
21 C 1.32731 -4.03664 0.01331
22 C 1.99023 7.48874 -0.08932
23 C 2.35238 8.79029 0.45773
24 C -7.79378 -4.23677 -4.07634
25 C -3.83993 -1.70853 -0.93805
26 C -0.62953 -1.48843 -2.20390
27 C 2.30738 3.20990 2.62779
28 C -7.59341 -5.62722 -4.46258
29 C 1.80740 -4.25186 -1.42712
30 C -4.70613 -2.83241 -1.46338
31 C -9.29238 -0.01318 -0.94218
32 C -8.27767 -0.77820 -1.65670
33 H 3.75812 1.78605 5.68529
34 H 0.24094 -3.98066 0.08090
35 H 4.58374 1.91957 4.12832
36 H 10.25811 0.81504 5.65886
37 H -4.42499 -1.06075 -0.26776
38 H 2.49216 -5.10024 -1.45577
39 H 0.43528 1.44734 0.83368
40 H -7.28282 -0.54141 -1.28793
41 H 10.41277 2.53384 6.06164
42 H 2.82275 -3.24828 -3.03595
43 H -8.44851 -1.84424 -1.52379
44 H 3.30618 -2.80222 -1.40673
45 H 4.42223 0.34324 4.90099
46 H 1.33749 5.04450 2.87488
47 H 2.67026 8.68294 1.49341
48 H -7.02556 -3.91579 -3.37202
49 H -8.31877 -0.54139 -2.71838
50 H 3.20250 0.25928 0.02252
51 H 9.03479 1.96654 5.10975
52 H 3.16822 9.22016 -0.12053
53 H -5.25968 -2.02971 -3.14014
54 H -0.90827 -2.17055 -3.01566
55 H 1.65067 -4.85517 0.66149
56 H -2.29434 0.15064 -0.74708
57 H 1.91388 -0.39445 -3.37345
58 H -1.03452 -1.92563 -1.27824
59 H -2.99965 -2.12644 -0.36842
60 H 1.58911 -0.82397 0.99329
61 H 1.96256 4.75048 1.24056
62 H -7.75057 -3.60066 -4.95928
63 H -8.77234 -4.12822 -3.61013
64 H -4.08782 -3.58624 -1.96143
65 H 3.08123 5.14873 2.56117
66 H -2.83667 0.94990 -2.26016
67 H 1.74926 -3.10852 0.40427
68 H -5.23109 -3.31412 -0.63488
69 H 1.49543 9.46019 0.41697

For the total energy, the calculation gives -4512.9139 Eh. As for the total charge: -1. As for the HOMO energy: -4.04 eV. For the molecular weight, the calculation gives 549.4 Da.